Entry 1:
A structure of composition C43H54N5O2PRuS2. Source: the OMol25 dataset; level of theory: the ωB97M-V functional and the def2-TZVPD basis.

Geometry as ORCA input:
```
! RIJCOSX wB97M-V def2-TZVPD def2/J DEFGRID3
* xyz 1 6
C -2.6197 0.8670 -2.8218
H -1.6741 -1.7025 0.8593
H -3.7319 2.3427 -1.6101
C 1.1301 0.9394 5.4223
H -0.9449 -5.0358 -0.1849
H 4.8678 -2.7417 2.8332
C -0.5063 3.5930 1.5906
C -3.2172 2.8111 -5.0113
H -0.5253 0.1546 1.2322
N 0.9997 -2.9320 -1.9444
H 3.1765 0.3078 5.4264
C 6.2042 1.9047 -2.9601
H 0.6109 -6.7133 -1.2091
H -6.0852 0.5695 0.4197
H -0.6788 -3.0237 3.6614
C -5.0167 0.3689 0.5149
H 0.0283 4.2880 2.2382
C 3.7414 -0.5489 0.5330
H -3.2363 -2.4876 0.8061
S 1.7125 1.3375 -3.1102
N 3.3512 -6.8206 -3.4034
H -0.9336 1.9569 -3.6656
C 1.6992 -5.1914 -2.2692
H -2.3585 3.6638 -3.2258
H 5.7346 4.0101 -3.1313
C -2.3740 1.5337 -5.2090
C 4.3030 0.3953 -2.8988
H 2.9234 -4.4898 2.9303
H -1.4156 -0.9819 4.2728
C -0.1597 0.5398 5.0930
H 0.4834 2.8342 6.2057
C -1.4634 1.6297 -0.1161
C 5.3286 3.0103 -3.0609
C 1.0401 -3.8678 3.2183
N 2.4650 -0.9337 0.4431
H -3.0570 -1.2242 2.8692
H -2.3800 1.8137 0.4558
H -2.7956 3.6360 -5.5869
H 1.8645 2.1395 7.0490
C 0.7040 -5.6564 -1.4165
H 6.3633 -0.2126 -2.8020
H 2.7728 -1.8516 4.4058
H 2.5856 -3.4457 -3.1585
C 2.6163 -6.0970 -2.9006
C 0.6468 -1.5509 4.1915
H -4.7934 0.0099 -1.6076
C 1.8148 -3.8260 -2.5015
C -1.6137 1.1517 -3.9440
H -1.6697 1.6632 -6.0308
H 0.5783 1.1406 0.3100
H 2.0814 2.8685 5.4635
H -3.1682 -0.0291 -3.1442
C -0.3989 -0.6834 4.4915
C -4.5614 -0.4807 -0.6636
H -0.9662 1.8639 2.8234
H -5.0468 0.2605 2.6785
H -2.6694 0.2498 2.0289
C -0.0958 3.7670 0.1347
H -4.0616 3.9940 -3.4106
C -4.7249 -0.3428 1.8285
H 3.2965 3.6494 -3.1549
C -0.3665 1.1685 0.8636
C 5.7023 0.6409 -2.8792
C 2.1615 0.0470 5.1510
C -3.3039 3.2195 -3.5419
C -0.2586 2.1455 2.0394
C 2.8528 -2.5985 2.1055
H 0.7360 2.0494 2.4820
H -2.9511 -1.6838 -1.3577
Ru 1.6040 -0.6262 -1.6661
H -1.8927 3.5342 -1.0385
H 0.9789 -2.1845 1.1272
H -3.0167 0.6951 -5.4921
H -0.6291 -2.6289 -0.7420
H -0.4829 2.7406 -1.7176
C 0.0253 -3.3885 -1.1471
H -1.5671 3.8439 1.6896
H 7.2734 2.0662 -2.9497
C 2.0244 -1.9200 1.2218
H -4.2250 2.6550 -5.4017
C 1.9387 -1.1835 4.5516
O -0.5883 -0.5023 -1.5818
C -3.6434 2.0262 -2.6532
O 0.5573 -4.9771 3.1597
H -0.9962 0.2690 -4.1167
N 0.2907 -2.7639 3.5496
H -4.6355 1.6635 -2.9326
H 0.9444 3.4526 0.0038
P -1.8555 0.2884 -1.2772
H 4.0584 0.2590 -0.1168
H 5.6673 -0.8529 1.4121
C 3.4175 1.5129 -3.0050
S 3.7490 -1.2174 -2.8004
C 3.9786 2.8136 -3.0767
C -1.0107 2.9455 -0.7852
C 4.6382 -1.1790 1.3766
H -5.1457 -1.4070 -0.6631
H -4.5235 1.3479 0.5018
N 2.3837 -3.6362 2.9227
C -2.7472 -1.5082 0.7662
H -0.9969 1.1897 5.3173
H -0.1362 4.8146 -0.1649
H -5.3090 -1.2685 1.8660
C -3.2441 -0.6756 1.9467
C 1.4028 2.2669 6.0694
C -0.1518 -4.7290 -0.8516
C 4.1940 -2.2264 2.1611
C -3.0821 -0.8926 -0.6033
*
```

Results
- LUMO (alpha / beta): -2.5654 / -4.5663 eV
- ⟨S²⟩: 8.774
- Kohn-Sham gap (alpha / beta): 7.167 / 5.925 eV

---

Entry 2:
A structure of composition C43H55AsF11P2RhSSi. Source: the OMol25 dataset; level of theory: the ωB97M-V functional and the def2-TZVPD basis.

Geometry as ORCA input:
```
! RIJCOSX wB97M-V def2-TZVPD def2/J DEFGRID3
* xyz 1 6
H -5.2897 3.7052 0.1085
As -1.0073 0.2315 3.6387
F -2.6201 0.0077 3.1047
F 0.6469 0.4382 4.0101
F -1.4746 0.3236 5.2673
C 4.9840 -1.0977 0.2880
F 0.5993 5.9020 -4.4320
H -4.6018 0.5407 -3.1812
C 0.9748 -2.5207 1.6333
C -2.6872 2.9254 -0.5604
H -5.1394 1.3747 0.2092
H 1.3521 -4.5058 4.3715
H 2.7757 2.4506 3.5515
F 0.5256 1.6793 -6.4518
H -1.0198 -4.5630 -1.0601
H -4.8911 -0.5771 0.8106
H 5.4231 -3.0471 -1.6445
H -3.9870 5.2256 1.6347
C -4.1349 -2.0342 -3.8645
H -1.0258 -0.9565 -2.7521
H -2.4449 0.9460 -2.5118
H -2.6460 -0.6415 -4.6616
C 3.1343 1.4967 3.1506
H 2.2217 -1.0850 -1.8527
C 0.5840 4.5884 -4.3148
H -2.1751 -2.0507 -2.0008
H 5.1002 3.3113 0.2818
H 5.1893 -0.6151 1.2438
C 0.5874 3.9926 -3.0804
C 1.9929 -1.5854 1.9162
H 6.0277 -2.9094 0.7754
H 5.0661 0.5633 2.8370
C -4.7877 -1.5126 -2.5742
C 0.7736 -3.5682 2.5350
H 2.8665 2.3836 -0.2138
H 2.5680 -3.1940 -0.5714
H 1.4728 1.6672 1.8580
H 4.3279 -2.9551 1.2054
C -2.9776 1.7547 0.4019
C 0.5469 2.4119 -5.3567
H -3.1917 3.8232 2.3237
H -2.3382 1.8741 1.2662
H 2.7108 0.7359 3.7930
C 4.6845 -3.3157 -0.8776
H 5.1406 1.5667 0.4888
H 3.6129 -1.0665 3.2367
H 3.1860 -2.8919 4.8169
P -2.3338 0.1967 -0.3029
H -5.7076 -2.5897 1.9353
H 6.3007 2.6648 2.3742
C 5.0284 -2.6232 0.4385
C 4.7256 2.4928 0.8973
C -2.8872 -1.3188 0.5236
C 2.7957 -1.7512 3.0446
H 3.8904 0.4624 -0.7061
H 0.6718 -4.2297 -1.4898
H 5.7966 -0.7994 -0.3843
H 0.3005 -4.9727 0.0750
C -2.0202 -2.4195 0.6877
F -0.8092 -1.4602 3.6637
F 0.5591 4.3604 -6.6282
C -2.5285 -3.5731 1.2979
H -3.4622 2.9662 -1.3337
C -2.8300 0.0302 -2.0512
H -1.8984 -4.4518 1.4122
C 3.2915 -2.8916 -1.3366
H -2.0688 -2.2888 -4.5110
C 5.2102 2.6477 2.3393
C -2.6451 4.2334 0.2525
C -4.3613 -0.0672 -2.3057
C -3.6606 4.2102 1.4156
H 4.7236 -4.3999 -0.7548
C 0.5671 2.5913 -2.9431
H -4.7239 -1.7129 -4.7253
H -4.5064 -2.1377 -1.7247
C 0.5620 3.7967 -5.4521
C -0.0502 -4.2402 -0.6637
C 3.6850 -0.5434 -0.3307
C -3.8360 -3.6327 1.7631
F -1.1728 1.9183 3.3803
H -1.6347 4.3788 0.6460
P 2.2920 -0.1786 0.8174
H -0.0089 -4.3018 2.3580
Rh 0.1275 -0.2208 -0.4503
C 2.5689 -2.7922 3.9298
H 3.8872 -1.1242 -2.3911
C 3.2294 -1.3792 -1.5545
C 0.5580 1.8251 -4.1213
F -0.4894 0.1798 1.8845
C -2.0869 -1.1791 -2.6604
H -4.1945 -4.5330 2.2508
H -4.9294 0.3505 -1.4790
C 3.1906 2.4837 0.8239
H -2.8587 5.0745 -0.4132
C -4.6807 -2.5487 1.5869
H -5.6405 3.4021 1.8011
C -4.8577 3.3364 1.0443
C 2.5286 1.4202 1.7316
C -4.4412 1.8541 0.8934
Si -0.2102 -2.5719 0.1371
H 4.9880 1.6206 4.2350
H -4.1515 -3.1265 -3.8605
S 0.5119 1.9278 -1.3665
F 0.6012 4.7604 -2.0129
C -2.6807 -1.5301 -4.0217
H -1.7364 2.8003 -1.0715
H 4.8543 3.6049 2.7368
H -4.5128 1.3588 1.8592
H 2.8261 3.4596 1.1638
H -5.8744 -1.5678 -2.6581
C -4.2118 -1.4061 0.9578
F 0.5672 0.5095 -4.0605
C 4.6594 1.5119 3.1988
C 1.5473 -3.6944 3.6793
H 3.0210 -3.3994 -2.2671
*
```

Results
- LUMO (alpha / beta): -2.3054 / -5.9552 eV
- ⟨S²⟩: 8.780
- Kohn-Sham gap (alpha / beta): 7.062 / 5.868 eV
- Energy relative to the best compared isomer or geometry (same formula, charge and spin): 0.417 eV

---

Entry 3:
A structure of composition C43H55F5P2PdSeSi in a non-equilibrium geometry. Source: the OMol25 dataset; level of theory: the ωB97M-V functional and the def2-TZVPD basis.

Geometry as ORCA input:
```
! RIJCOSX wB97M-V def2-TZVPD def2/J DEFGRID3
* xyz 0 1
H -3.2016 4.5142 -1.1287
H -1.0364 2.4492 -1.7286
C -2.4146 2.0268 -0.1211
H 3.2232 -2.9672 -1.5606
H -3.9174 0.4696 -0.3097
C 5.3629 -1.4289 -2.0341
C -1.6752 -1.4841 -4.1156
H -1.9561 0.1638 -5.4786
H -1.0374 3.6636 -0.4607
H -2.5974 2.5651 2.9212
H -0.3374 1.6835 -4.3702
C 3.0460 0.7134 3.5575
C -0.7759 -4.8168 0.4325
C -0.6008 2.0008 2.2503
C -4.3199 -1.9646 2.7022
H -0.6090 -4.2094 3.3275
H 1.5922 -4.2356 -2.5229
C -2.0796 -1.5462 1.8897
C 3.9846 1.5055 4.2272
H 1.2879 0.0292 -3.6024
C 5.3947 -1.6241 -3.5490
C 3.9828 -0.9733 -1.5698
C 0.9144 -4.3766 -1.6946
H 0.3767 3.3132 0.8156
H 4.2997 -2.6871 -5.0778
H -2.1013 4.5143 -2.5079
C -0.0316 4.9005 2.9352
C -4.3853 2.0638 -1.6726
C -0.5775 -5.8191 -0.4968
C 3.7582 1.9809 5.5079
H -3.9638 1.2748 1.9061
H -1.0800 -6.7702 -0.3941
C -0.5644 -2.0844 -3.2581
H 2.7553 -1.1345 -3.9664
H 0.7299 0.9551 -2.2082
H 0.4865 -6.3848 -2.2743
H -2.8205 0.5806 -1.6741
F 5.1250 1.8243 3.6007
H -5.0903 1.4465 -2.2345
H 3.9858 -0.8763 -0.4780
C -1.6780 3.0002 -1.0410
H -3.1558 2.4737 -3.3933
H -0.8519 -0.7882 -1.5762
H 0.0041 5.3066 3.9471
H 3.7458 0.0089 -1.9875
H -2.7842 -3.4330 2.5736
H 4.5072 -3.5875 -3.5712
H -4.9584 2.6312 -0.9337
H -0.4042 -2.7145 4.2225
H -4.3957 3.6912 -3.0899
H -5.6229 -0.2664 2.7745
C 2.9385 -2.1105 -3.5172
Pd 0.9158 -0.3864 0.9837
F 4.6840 2.7305 6.1251
H -0.2533 1.2365 2.9554
C 4.3060 -2.5984 -3.9885
C -2.4117 -0.2028 1.6765
H 1.9902 4.2806 2.4742
C 0.2945 -5.6040 -1.5526
H -2.5245 -1.2163 -3.4827
H -1.5350 1.0804 -3.2293
C -0.0318 -1.0509 -2.2689
H 6.1132 -0.6961 -1.7318
C -0.0509 -3.2821 3.3699
P 1.3055 -1.6502 -1.0983
C 0.6154 2.7920 1.7437
H -2.0210 -2.2337 -4.8297
H 1.2280 3.3163 3.7305
Si -0.2941 -2.2794 1.7263
H -1.4271 -5.0024 1.2730
C -0.1716 -3.5725 0.3050
H -5.0527 -2.6614 3.0769
H -2.1820 4.9536 3.1897
C -4.6366 -0.6296 2.5302
H 6.3735 -2.0005 -3.8528
C -3.6686 3.0334 -2.6079
F 2.3304 2.1601 7.4004
C 1.6174 0.8875 5.5372
C -3.0442 -2.4007 2.4074
C 2.5626 1.6900 6.1664
C -0.6899 0.7908 -3.8505
C 0.4228 0.2289 -2.9710
H -2.9862 2.6140 0.6066
H 5.6047 -2.3745 -1.5424
H 2.1728 -2.7948 -3.8775
H -0.3366 -0.5411 -5.5059
H 0.9889 -3.5315 3.5511
H 0.1849 5.7216 2.2505
H -1.3285 2.8142 4.0989
C 2.9289 -1.9994 -1.9932
C -2.6600 3.8695 -1.8259
C -1.5662 2.8993 3.0355
C -1.4413 4.3659 2.6412
C -1.1641 -0.2528 -4.8538
C 1.0490 3.8195 2.7783
P -1.2174 0.9218 0.8380
H 0.2306 -2.4247 -3.9201
F 0.4643 0.5801 6.1514
C -3.6868 0.2394 2.0288
C 1.8874 0.4020 4.2705
Se 3.3219 0.1056 1.8089
C 0.6653 -3.3430 -0.7907
H 1.4317 2.0907 1.5127
H -0.9525 -2.9510 -2.7212
F 0.9770 -0.3969 3.6670
H -1.6676 4.4731 1.5799
C -3.3797 1.1734 -0.9465
H 5.2381 -0.6613 -4.0414
*
```

Results
- LUMO: -0.9082 eV
- Kohn-Sham gap: 5.942 eV
- Energy relative to the best compared isomer or geometry (same formula, charge and spin): 0.417 eV

---

Entry 4:
A structure of composition C43H56BBrN7O3P2Sc in a non-equilibrium geometry. Source: the OMol25 dataset; level of theory: the ωB97M-V functional and the def2-TZVPD basis.

Geometry as ORCA input:
```
! RIJCOSX wB97M-V def2-TZVPD def2/J DEFGRID3
* xyz -1 2
P 0.3243 -0.5477 -2.8299
H -1.2779 -3.5758 -4.6251
C -1.6826 -1.8988 2.4237
H -4.3552 2.6673 -2.7761
Sc 0.7076 -0.5967 0.4393
N -1.3809 -3.4034 0.9113
C -0.2410 1.3160 4.6634
H 3.0956 -4.5362 -2.0916
C 3.8627 -0.8231 -0.3017
H -3.4747 -2.8475 3.3622
C -3.0329 1.5138 -4.0204
H 5.7354 -2.2252 3.8475
C -5.1039 1.1938 3.8448
O 4.4835 -3.1026 -0.3484
H 2.3495 -1.9299 -2.1952
N -1.1494 0.5438 -0.3066
H -6.1088 1.0511 3.4445
C -0.5644 3.7930 4.6973
H -1.9411 -3.1551 -2.2551
H -2.7170 2.4228 3.6402
H -3.3541 1.2104 -6.1259
C 4.4335 1.8568 -0.4903
H 5.9336 -1.1729 -0.2015
C 0.0361 2.6232 3.9114
C -3.4907 2.0097 -2.8003
H 0.1395 6.2024 1.5088
C 4.7839 -1.7833 3.5851
H -0.8881 -4.9302 -1.9161
C 5.1735 -0.4020 -0.2190
C -2.6912 -2.8504 2.6240
H 0.0501 0.4451 4.0803
O 1.2433 -0.1662 2.4745
H 1.1242 2.7590 3.9286
N -0.9024 -2.2279 1.4053
C -2.4593 -3.7774 1.6365
H 3.0785 -0.6106 -3.9132
C -3.2718 0.0271 0.7378
C -1.9051 0.7183 -3.9647
C -1.5640 4.3100 0.3304
H -0.9169 -2.2274 -1.1774
H 1.4719 -2.4772 3.2448
C 2.3554 -0.8091 -4.7080
H 3.3544 1.0400 2.3523
C -1.8465 1.5951 1.8665
C -0.2165 -2.2995 -3.2409
C -2.8662 1.6965 -1.6159
H -0.2090 3.7448 5.7316
C 1.3451 1.4669 -4.4883
C 3.5004 0.0553 2.7708
H 0.4836 -4.7051 0.6468
O 1.8081 -2.3041 0.8826
C 2.4197 -1.9645 3.2841
C 3.1680 1.3569 -0.5214
C 2.3370 -2.5837 -1.3103
C 1.0580 -0.0330 -4.4632
H -0.2814 4.7653 4.2997
N 1.2371 -2.3032 -0.4352
C -1.7256 0.8490 -1.5316
H 0.3649 -0.2684 -5.2752
B -0.5762 -4.4915 0.1398
C 4.7171 -0.4733 3.1372
H 4.6045 2.8997 -0.7146
C -0.8071 4.2514 1.6541
H -1.5083 -0.9782 2.9603
H -1.2968 1.2224 4.9215
H 0.3265 1.3055 5.5990
H 1.6355 1.7746 -5.4971
H 2.1642 1.7098 -3.8096
H -1.4827 4.5996 2.4410
H 0.4796 2.0571 -4.1857
H -1.5104 0.3436 -4.9035
H -2.5530 3.8665 0.4270
H -4.9612 0.4591 4.6421
H 3.6315 -3.5638 3.9685
H -5.1541 -0.4219 1.6276
H 1.0478 -5.6823 -2.1840
H 1.0472 5.0586 2.5045
H 5.6012 0.1357 3.0196
H -1.0400 3.7725 -0.4617
H 0.7293 -2.8211 -3.3851
H 2.1965 -1.8883 -4.7578
H 1.0558 4.8881 0.7546
Br 1.7600 2.5579 -1.0394
C -4.2446 0.1663 1.6964
C 5.5006 0.9502 -0.2134
C -2.8651 1.7291 2.8228
N 2.7807 0.0891 -0.2501
H -0.5484 -2.1749 -5.4003
C 0.4301 5.1523 1.6088
H -3.4216 -0.6640 -0.0841
N -0.3086 -4.2129 -1.4931
H -3.4883 2.8939 -5.6235
H -5.0578 2.1845 4.2997
H -2.0116 -1.9808 -4.4249
H 2.8070 -0.4962 -5.6538
C 3.6200 -2.5290 3.6594
C -2.0590 0.7439 0.7651
H -1.6540 3.7546 4.7326
H 6.5264 1.2890 -0.1729
C 2.2066 -3.9994 -1.7751
C -4.0614 1.0399 2.7690
H -1.3102 -5.4657 0.1179
C 1.0528 -4.6505 -1.8544
C -1.2378 0.3837 -2.7809
P -0.2637 2.5077 2.0405
C 3.6368 -2.2605 -0.5613
N 2.3886 -0.6924 2.8592
H -1.6877 5.3493 0.0110
H -4.7865 1.7630 -5.2566
C -1.0595 -2.5102 -4.4964
H -3.2695 2.1184 -0.7084
H -2.9580 -4.7056 1.4172
C -0.9021 -2.9138 -2.0128
C -3.7009 1.8638 -5.3236
*
```

Results
- LUMO (alpha / beta): 2.4634 / 2.4601 eV
- ⟨S²⟩: 0.769
- Kohn-Sham gap (alpha / beta): 4.806 / 5.917 eV
- Energy relative to the best compared isomer or geometry (same formula, charge and spin): 7.001 eV